Entry 1:
Density functional theory data (ωB97M-V/def2-TZVPD) for a 2-piece molecular cluster, C24H41I2N5O7P overall in a non-equilibrium geometry.

## Properties
* charge: +1
* HOMO: -10.81 eV
* strongest force on any atom: 0.05771 hartree/bohr
* DFT total energy: -72815.269 eV

Cartesian coordinates (Å):
1 C 4.406630 -1.471369 0.378444
2 C 3.909342 -2.589031 0.367220
3 C 3.259249 -3.985087 0.681131
4 C 2.992776 -4.798199 -0.657854
5 C 1.665038 -4.402204 -1.450176
6 C 0.474621 -3.906518 -0.543934
7 O 0.168478 -4.789831 0.603188
8 C -0.518962 -5.861398 0.033115
9 N -0.937896 -6.826369 -0.452675
10 N -0.864506 -3.900544 -1.234122
11 C -1.677536 -2.777966 -0.782846
12 N -2.935192 -2.627033 -1.144476
13 C -3.629344 -3.611691 -2.037178
14 C -4.661145 -4.486440 -1.205346
15 O -5.507660 -5.074742 -1.837387
16 I -4.702697 -4.686665 0.948594
17 C -3.738458 -1.486411 -0.627487
18 C -4.064731 -0.337667 -1.692284
19 C -5.642632 -0.303871 -1.936226
20 I -2.883945 -0.399388 -3.506666
21 N -0.881652 -1.958915 0.091201
22 C -1.110818 -2.072896 1.573011
23 C -1.406166 -0.645369 2.256492
24 C -0.201402 0.391437 1.982726
25 C -0.768955 1.876525 1.795498
26 N -0.860215 2.303675 0.379224
27 C 0.361612 2.906338 -0.103307
28 C 0.427465 3.448201 -1.603644
29 O 1.399168 3.009983 0.550581
30 C 0.529073 -2.335199 -0.249804
31 P 0.822623 -1.194969 -1.770730
32 O 0.091692 0.095491 -1.548773
33 O 0.161795 -1.887862 -3.182505
34 O 2.459996 -1.007251 -2.038766
35 H 4.801371 -0.452000 0.642526
36 H 2.375537 -3.898488 1.374377
37 H 4.050879 -4.570709 1.258087
38 H 3.031058 -5.926455 -0.521411
39 H 3.864058 -4.561619 -1.355116
40 H 1.302579 -5.358494 -1.963424
41 H 1.939615 -3.698975 -2.291470
42 H -0.819297 -4.037754 -2.249220
43 H -2.915902 -4.230941 -2.647586
44 H -4.242992 -2.999344 -2.773041
45 H -4.726330 -1.908781 -0.247368
46 H -3.209383 -1.050077 0.264708
47 H -3.815119 0.650660 -1.182520
48 H -5.999983 -1.172235 -2.560853
49 H -5.981155 0.707853 -2.304599
50 H -6.130927 -0.435056 -0.909896
51 H -0.129023 -2.413234 2.045256
52 H -1.888491 -2.848611 1.837407
53 H -2.346897 -0.158791 1.862944
54 H -1.574498 -0.820492 3.368131
55 H 0.425914 0.381352 2.926444
56 H 0.416488 0.054397 1.096888
57 H -1.829858 1.926819 2.214382
58 H -0.147185 2.552013 2.455195
59 H -1.575133 3.045548 0.312417
60 H -0.527355 3.271428 -2.178117
61 H 1.293967 2.955886 -2.155135
62 H 0.654088 4.564199 -1.633427
63 H 1.307423 -1.943679 0.467328
64 H 0.925731 -2.178633 -3.731018
65 H 2.621645 -0.955005 -3.003460
66 C 3.040892 4.871279 2.142493
67 C 2.856077 5.852880 1.000185
68 O 1.842934 6.820111 1.237803
69 C 2.035638 7.674755 2.355243
70 C 3.291794 8.523232 2.260975
71 H 2.091557 4.399289 2.400710
72 H 3.757464 4.095287 1.866456
73 H 3.414854 5.366057 3.042725
74 H 2.549351 5.300189 0.110177
75 H 3.800972 6.347023 0.749137
76 H 2.022875 7.094401 3.283875
77 H 1.166577 8.335364 2.389569
78 H 4.195475 7.910686 2.292126
79 H 3.338328 9.228960 3.093147
80 H 3.308709 9.082974 1.322673

Forces on atoms 1 to 6 (eV/Å):
-0.48 -0.49 0.88
-0.46 0.03 1.17
1.68 0.28 -0.65
0.25 0.19 -0.41
-0.12 -1.52 -0.07
-0.79 1.80 -1.67

Results of the Mulliken charge analysis, in e, for atoms 1 through 8:
1. C -0.039
2. C -0.701
3. C -0.128
4. C -0.972
5. C -0.486
6. C 0.800
7. O -0.463
8. C 0.525

Entry 2:
Density functional theory data (ωB97M-V/def2-TZVPD) for a 3-piece molecular cluster, C24H41IO15S2 overall in a non-equilibrium geometry.

## Properties
* HOMO: -9.91 eV
* strongest force on any atom: 0.04592 hartree/bohr
* DFT total energy: -86033.438 eV

Cartesian coordinates (Å):
1 C -1.096378 0.367944 -2.791792
2 C -1.905188 -0.446212 -1.748642
3 C -2.441086 0.444602 -0.591200
4 C -2.361745 -0.298644 0.781991
5 C -2.003483 0.733744 1.891071
6 C -0.859118 0.308556 2.802663
7 C -1.059868 0.745268 4.279774
8 C -1.474162 2.220046 4.464516
9 O -2.905428 2.336694 4.506456
10 C -3.408966 3.501733 3.976012
11 C -3.080628 3.986493 2.566243
12 O -4.179565 4.138564 4.649019
13 O -0.870607 -1.148721 2.946683
14 C 0.332816 -1.529950 3.445376
15 O 0.591370 -2.537132 4.023593
16 O 1.218717 -0.481133 3.163708
17 C 0.593638 0.439173 2.303351
18 C 0.882988 0.162409 0.803034
19 C 1.515167 -1.217967 0.508310
20 O 0.895325 -2.077245 -0.037325
21 I 3.561411 -1.637229 1.109984
22 O 0.875138 1.810171 2.466671
23 C 2.255452 2.067959 2.770542
24 C 2.637975 3.549790 2.569741
25 C 1.433845 4.483823 2.288696
26 C 3.704908 3.796112 1.466854
27 C 5.150378 3.767054 2.017869
28 C 3.546247 2.910861 0.215359
29 H -0.025181 0.312642 -2.575086
30 H -1.422389 1.411191 -2.844205
31 H -1.230427 -0.129423 -3.764084
32 H -2.736769 -0.991308 -2.206392
33 H -1.210913 -1.205374 -1.365462
34 H -3.456561 0.792603 -0.813369
35 H -1.801831 1.339118 -0.596118
36 H -3.328755 -0.737638 1.036489
37 H -1.609046 -1.074911 0.645584
38 H -2.920575 0.933508 2.453375
39 H -1.712540 1.710446 1.481538
40 H -1.843497 0.100790 4.687815
41 H -0.155729 0.590384 4.877042
42 H -0.990824 2.859021 3.723563
43 H -1.098924 2.528077 5.450991
44 H -3.511066 4.981871 2.471293
45 H -1.995321 4.122445 2.460760
46 H -3.405203 3.306381 1.777078
47 H 0.005089 0.220149 0.157238
48 H 1.604167 0.887676 0.411357
49 H 2.397534 1.836314 3.835604
50 H 2.900814 1.369687 2.219231
51 H 3.084515 3.898328 3.508672
52 H 1.692851 5.477281 2.678031
53 H 1.317047 4.621747 1.207995
54 H 0.505789 4.188975 2.781546
55 H 3.556931 4.832455 1.122781
56 H 5.226505 4.354964 2.937715
57 H 5.439952 2.720744 2.170182
58 H 5.812836 4.239713 1.284557
59 H 4.157441 3.324057 -0.593861
60 H 2.498177 2.871867 -0.102117
61 H 3.940916 1.913315 0.447022
62 O -0.906654 -2.648802 -4.478677
63 S 0.157939 -1.905222 -5.042746
64 O -0.047180 -0.780997 -5.886471
65 O 1.142721 -2.935024 -5.787624
66 C 2.459706 -2.843185 -5.239001
67 C 2.252428 -2.411650 -3.803108
68 O 1.165985 -1.480069 -3.859940
69 H 3.014650 -2.091158 -5.804899
70 H 2.968629 -3.800941 -5.314506
71 H 3.135625 -1.943059 -3.375812
72 H 1.946951 -3.251830 -3.175083
73 O -0.365155 -6.574198 -5.344206
74 S -1.231363 -5.899587 -4.443703
75 O -0.868958 -4.682859 -3.815634
76 O -1.718702 -6.958545 -3.326509
77 C -3.145344 -7.049056 -3.328237
78 C -3.553091 -6.727746 -4.750288
79 O -2.656003 -5.691308 -5.159319
80 H -3.536138 -6.309382 -2.625742
81 H -3.462668 -8.042584 -3.020679
82 H -4.583653 -6.390472 -4.823515
83 H -3.403893 -7.586185 -5.409621

Forces on atoms 1 to 6 (eV/Å):
-0.56 -0.82 -0.19
0.09 0.47 0.04
0.45 -0.83 -0.28
0.08 1.62 -0.74
0.08 -0.37 -0.11
-0.69 -1.44 0.67

Results of the Mulliken charge analysis, in e, for atoms 1 through 8:
1. C -1.125
2. C -0.296
3. C -0.977
4. C -1.248
5. C -0.774
6. C 1.969
7. C -1.931
8. C 0.255